Model A:
This record from OMol25 describes a cluster of 4 separate species, C5H15NO2 in total. The level of theory is ωB97M-V with the def2-TZVPD basis set.

Each line ends with the Mulliken spin population.
Atoms and positions in Å:
C -0.18696 2.57744 -0.96175  0.078
C -0.15742 1.17349 1.22194  -0.045
C 0.07055 0.00018 0.55164  0.022
C -0.73398 -1.11129 0.47560  0.062
C -0.31179 -2.47275 0.14815  0.005
N 0.47202 2.59200 -2.22681  0.888
H 0.11129 3.33252 -0.22353  0.026
H -1.27271 2.58037 -0.95786  0.004
H -1.19213 1.39430 1.49176  0.000
H 0.48937 1.87502 1.68849  0.003
H 1.01324 -0.15113 0.02740  -0.003
H -1.76148 -1.04608 0.84023  0.003
H -1.18408 -2.91360 -0.34086  0.007
H -0.11558 -3.08144 1.03938  0.009
H 0.51875 -2.54961 -0.54260  -0.001
H 0.25380 1.55575 -0.96103  -0.044
H 1.49210 2.63338 -2.20930  -0.023
H 1.26783 -1.72086 2.05717  0.000
H 1.03951 -1.77536 3.53392  0.000
O 1.38753 -2.30901 2.80688  0.001
H 0.05079 0.29324 -2.87096  -0.003
H -0.84809 -0.32052 -1.88174  0.001
O -0.40255 -0.55603 -2.70611  0.008

The highest occupied orbital energy (alpha / beta) comes out at -13.450 / -14.007 eV. As for the spin multiplicity: 2. The total charge is +1. The calculation puts the HOMO-LUMO gap (alpha / beta) at 6.20 / 6.73 eV.



Model B:
This record from OMol25 describes a cluster of 3 separate species, C5H15NO2 in total. The level of theory is ωB97M-V with the def2-TZVPD basis set.

Each line ends with the Mulliken spin population.
Atoms and positions in Å:
C -1.42201 0.69026 -2.07970  -0.002
C -1.73594 -0.15505 -0.85919  0.007
C -1.01032 -1.49233 -0.79194  0.004
C 0.49985 -1.36841 -0.76364  0.069
C 1.69006 -0.92173 1.34190  -0.038
N 0.94925 -0.59428 0.41342  0.698
H -1.95717 1.63710 -2.07664  0.000
H -0.36269 0.96669 -2.12776  0.001
H -1.64250 0.19141 -3.02740  0.000
H -1.51377 0.43248 0.04689  0.008
H -2.80827 -0.34477 -0.79203  -0.001
H -1.32847 -2.04543 0.08356  -0.001
H -1.27325 -2.11199 -1.64706  0.007
H 0.85131 -0.83983 -1.65054  0.001
H 0.99093 -2.34400 -0.72412  0.056
H 1.87191 -0.21199 2.17752  0.062
H 2.15048 -1.91297 1.39256  0.085
H 0.67272 1.25077 0.46529  -0.019
H 1.07297 2.75858 0.35341  -0.003
O 0.44924 2.14625 0.76384  0.042
H 1.13344 1.66402 2.41728  -0.003
H 1.14649 1.43394 3.95301  0.002
O 1.57574 1.17129 3.13135  0.028

The highest occupied orbital energy (alpha / beta) comes out at -15.326 / -15.341 eV. As for the spin multiplicity: 2. The total charge is +1. The calculation puts the HOMO-LUMO gap (alpha / beta) at 10.82 / 6.68 eV.



The most stable arrangement is model B, and the next structure is 0.1340 hartree less stable.



Model A:
This record from OMol25 describes a structure of composition C19H28Cl5FeN3O5S. The level of theory is ωB97M-V with the def2-TZVPD basis set.

Each line ends with the Mulliken spin population.
Atoms and positions in Å:
Fe -0.13460 -0.33840 -0.39770  3.715
O -0.71720 0.80700 3.80410  0.002
C -0.24900 0.60460 2.60140  0.000
O -0.57770 -0.32540 1.89620  0.027
C 0.77900 1.64110 2.17930  0.014
O 1.12020 1.36650 0.83070  0.069
C 0.58270 2.87650 -0.99890  0.029
C -1.72750 2.24660 -0.05680  0.010
O -2.65460 2.45080 0.70110  0.047
O -1.49770 1.13490 -0.65900  0.086
H -1.39570 0.15090 4.04980  -0.001
H 1.65960 1.55300 2.82890  0.004
H 0.34800 2.63750 2.30080  -0.012
H 0.33510 2.04100 -1.65390  0.008
H 0.99420 3.69740 -1.58480  0.011
Cl 2.85560 1.45740 -0.95800  0.040
C 1.63330 2.40310 0.00680  0.000
C -0.64990 3.29990 -0.26870  0.183
C -0.66760 4.51990 0.33340  -0.078
Cl -2.14080 5.18400 0.92490  -0.001
C 0.50430 5.33060 0.49490  0.372
Cl 0.24030 7.00870 0.64300  0.080
C 1.81380 4.84910 0.73010  -0.132
Cl 2.95530 6.03840 1.26110  -0.009
C 2.27710 3.54320 0.71160  0.368
Cl 3.76110 3.16280 1.49590  0.053
C 3.44900 -5.23800 -4.27820  0.000
C 2.79290 -5.64490 -2.96300  0.000
C 2.86590 -4.55990 -1.88500  -0.002
C 2.21710 -3.23700 -2.30510  0.009
N 0.82850 -3.39260 -2.68680  0.006
C -0.22460 -3.18390 -1.88940  0.003
S -0.01570 -2.72990 -0.25940  0.049
N -1.44990 -3.32870 -2.40350  0.001
C -2.68580 -3.16840 -1.66070  0.012
C -3.13410 -4.44580 -0.94210  -0.002
C -3.63150 -5.55690 -1.87080  0.000
C -2.54370 -6.24240 -2.69450  0.000
H 3.50940 -6.09370 -4.94330  0.000
H 4.45830 -4.87630 -4.10400  0.000
H 2.88940 -4.45960 -4.79150  0.000
H 3.29990 -6.53140 -2.57940  0.000
H 1.75040 -5.92360 -3.13720  0.000
H 3.91170 -4.35860 -1.64830  0.000
H 2.38170 -4.92040 -0.97560  0.001
H 2.75060 -2.82150 -3.16170  0.000
H 2.26560 -2.52030 -1.48010  0.000
H 0.67640 -3.81500 -3.59210  0.000
H -1.54400 -3.72990 -3.32590  0.001
H -3.45740 -2.85670 -2.36790  0.001
H -2.53390 -2.36510 -0.92820  0.002
H -3.95260 -4.16970 -0.27560  0.000
H -2.31320 -4.81430 -0.32510  0.000
H -4.39790 -5.15730 -2.53870  0.000
H -4.11110 -6.31320 -1.24730  0.000
H -2.23490 -5.64170 -3.54790  0.000
H -2.92140 -7.18300 -3.08560  0.000
H -1.67220 -6.45840 -2.08130  0.000
N -0.14760 -0.22620 -2.91100  0.038
H -0.76590 0.57370 -3.02220  0.000
H -0.56590 -0.98150 -3.43940  -0.004
H 0.73300 0.00810 -3.35410  -0.002

The highest occupied orbital energy (alpha / beta) comes out at -10.668 / -11.618 eV. As for the spin multiplicity: 6. The total charge is +1. The calculation puts the HOMO-LUMO gap (alpha / beta) at 8.15 / 7.07 eV.



Model B:
This record from OMol25 describes a structure of composition C19H28Cl5FeN3O5S. The level of theory is ωB97M-V with the def2-TZVPD basis set.

Each line ends with the Mulliken spin population.
Atoms and positions in Å:
Fe -0.16383 1.06484 -1.48800  2.902
O -5.22942 -0.62700 -1.48661  0.001
C -4.19486 -0.84046 -2.29566  -0.003
O -3.25284 -1.54008 -2.02446  0.000
C -4.36216 -0.12151 -3.61998  0.013
O -3.16405 0.54328 -4.04650  0.005
C -2.17655 0.82779 -3.18507  0.010
C 0.24730 1.13170 -4.43341  0.314
O 0.82552 1.93806 -5.02219  0.143
O -2.30483 1.62333 -2.26305  0.099
H -5.08544 -1.13769 -0.67376  0.000
H -4.58117 -0.86581 -4.38407  -0.001
H -5.16994 0.60302 -3.55979  0.000
H -1.21962 -0.98679 -2.43139  -0.015
H -0.99491 -0.89653 -4.14481  0.101
Cl -0.52116 0.02018 -3.12448  0.458
C 0.85811 -1.17775 -3.05616  -0.160
C 1.92990 -1.14819 -2.17654  0.735
C 3.16088 -1.56662 -2.64470  0.057
Cl 4.54898 -1.17644 -1.66493  0.009
C 3.31403 -2.33219 -3.79546  0.104
Cl 4.85167 -2.87630 -4.30886  0.020
C 2.15485 -2.65912 -4.49650  -0.039
Cl 2.23073 -3.65966 -5.88309  -0.005
C 0.95098 -2.14356 -4.03199  0.085
Cl -0.49396 -2.44956 -5.01613  0.026
C 4.10135 1.56346 2.29460  0.000
C 2.93180 0.80192 1.68495  -0.002
C 3.11085 -0.70758 1.79980  -0.005
C 1.95403 -1.50705 1.21321  -0.022
N 0.77576 -1.52257 2.07504  0.010
C -0.34240 -0.79849 1.95395  0.006
S -0.61291 0.35370 0.73044  0.005
N -1.24852 -0.95444 2.92547  0.002
C -2.56758 -0.33453 3.03772  0.003
C -2.77366 0.30421 4.40805  0.000
C -2.11388 1.67331 4.58120  0.000
C -0.58809 1.64867 4.63632  0.000
H 3.96258 2.64216 2.21901  0.000
H 5.03762 1.30949 1.79405  0.000
H 4.21539 1.31846 3.35212  0.000
H 2.82846 1.05672 0.62358  0.008
H 1.99892 1.10080 2.17168  0.000
H 3.23906 -0.98030 2.85312  0.001
H 4.02366 -1.00707 1.28050  0.001
H 2.24829 -2.54611 1.05886  -0.007
H 1.65026 -1.10036 0.25096  0.104
H 0.86404 -2.08239 2.91053  0.000
H -0.98812 -1.54537 3.70150  0.000
H -3.31939 -1.10748 2.86325  0.001
H -2.65338 0.41159 2.25176  -0.002
H -2.41893 -0.38141 5.18635  0.000
H -3.85018 0.40968 4.55631  0.000
H -2.49206 2.11291 5.50601  0.000
H -2.43627 2.32473 3.76397  0.000
H -0.23447 0.96636 5.41341  0.000
H -0.19829 2.63939 4.87092  0.000
H -0.15011 1.34565 3.68400  0.000
N 0.85078 2.99899 -1.51625  0.025
H 1.70566 3.18598 -1.00243  0.005
H 0.20852 3.77464 -1.38056  0.006
H 1.12295 3.08539 -2.49582  0.000

The highest occupied orbital energy (alpha / beta) comes out at -8.467 / -10.605 eV. As for the spin multiplicity: 6. The total charge is +1. The calculation puts the HOMO-LUMO gap (alpha / beta) at 5.84 / 5.94 eV.



The most stable arrangement is model A, and the next structure is 0.6096 hartree less stable.